Entry 1:
Density functional theory data (ωB97M-V/def2-TZVPD) for a molecular structure, C38H40N4O6P2RuS2.

Last column: Mulliken charge in e.
Positions of all 93 atoms, in Å:
Ru: 1.023 1.119 0.242  1.5356
C: 0.442 1.812 3.965  -1.8539
P: -0.377 1.138 2.488  1.4244
C: -0.939 -0.420 3.179  -1.0366
C: -2.004 2.144 2.540  0.1403
C: -2.346 3.081 3.534  -0.7444
C: -3.611 3.654 3.493  -0.5300
C: -4.478 3.398 2.474  -0.9444
C: -4.076 2.678 1.383  -0.4597
C: -2.897 1.941 1.453  -0.1544
P: -2.385 0.863 0.013  1.9534
C: -3.650 -0.440 0.058  -1.8820
C: -3.140 1.840 -1.400  -1.7807
H: -0.129 1.700 4.873  0.5160
H: 0.682 2.864 3.800  0.3412
H: 1.368 1.246 4.010  0.4278
H: -1.543 -0.233 4.128  0.3957
H: -0.129 -1.136 3.384  0.5046
H: -1.607 -0.949 2.498  0.1642
H: -1.617 3.296 4.313  0.2968
H: -3.939 4.334 4.294  0.3300
H: -5.397 3.941 2.429  0.3745
H: -4.795 2.715 0.552  0.1841
H: -4.699 -0.155 0.156  0.6191
H: -3.426 -1.162 0.837  0.3857
H: -3.580 -0.911 -0.917  0.5075
H: -4.199 1.689 -1.358  0.6317
H: -2.777 1.468 -2.377  0.2864
H: -2.871 2.850 -1.214  0.3613
C: 4.267 -0.581 -0.165  -1.5223
N: 3.471 0.543 0.213  0.2930
C: 4.143 1.580 0.615  -0.1691
C: 3.473 2.775 0.879  -0.0597
C: 4.114 4.047 1.196  -0.8913
C: 3.102 4.938 1.416  -1.0843
C: 1.780 4.264 1.156  -0.1590
N: 2.141 2.866 0.890  0.5297
C: 4.153 -0.830 -1.645  0.5712
C: 3.857 -2.081 -2.129  -0.0284
C: 3.578 -2.275 -3.516  -0.6506
C: 3.731 -1.247 -4.402  -0.4459
C: 4.087 -0.018 -3.942  -0.6967
C: 4.264 0.186 -2.571  -0.1526
H: 3.928 -1.510 0.323  0.2347
H: 5.316 -0.455 0.117  0.5870
H: 5.264 1.513 0.773  0.1121
H: 5.204 4.136 1.310  0.4097
H: 3.143 5.993 1.679  0.4732
H: 1.058 4.412 1.976  0.3774
H: 3.630 -2.867 -1.401  0.3296
H: 3.242 -3.247 -3.816  0.3847
H: 3.450 -1.394 -5.397  0.4669
H: 4.224 0.870 -4.610  0.3023
H: 4.431 1.206 -2.248  0.3657
C: -3.321 -6.378 1.728  -1.5264
C: -2.294 -5.312 1.422  0.8742
C: -0.952 -5.735 1.470  -0.6326
C: 0.078 -4.872 1.234  -0.8711
C: -0.195 -3.527 1.039  -0.6593
C: -1.488 -3.083 0.827  0.8600
C: -2.531 -3.966 1.084  -0.7818
S: 1.249 -2.437 0.873  1.0418
O: 2.322 -3.258 0.346  -0.7755
O: 1.539 -1.832 2.132  -0.8750
N: 0.928 -1.264 -0.160  1.1097
C: 0.479 -1.563 -1.412  -0.1096
C: 0.310 -2.851 -1.929  -0.3472
C: -0.334 -3.088 -3.140  -1.4131
C: -0.778 -2.053 -3.929  -1.1627
C: -0.555 -0.763 -3.502  1.5804
C: -0.938 0.354 -4.300  -1.1615
C: -0.562 1.594 -3.859  -0.8686
C: 0.097 1.744 -2.641  -0.5853
N: 0.412 0.758 -1.876  1.1182
C: 0.112 -0.502 -2.258  -0.5332
H: -3.358 -6.521 2.785  0.3267
H: -2.922 -7.277 1.278  0.4017
H: -4.238 -6.077 1.214  0.3499
H: -0.763 -6.782 1.772  0.2922
H: 1.138 -5.170 1.231  0.4739
H: -1.619 -2.051 0.533  -0.3317
H: -3.548 -3.588 0.951  0.4078
H: 0.776 -3.668 -1.442  0.6858
H: -0.465 -4.098 -3.447  0.4769
H: -1.129 -2.294 -4.922  0.3612
H: -1.442 0.219 -5.242  0.4814
H: -0.749 2.481 -4.482  0.4483
H: 0.368 2.791 -2.385  0.1885
O: -0.950 5.274 1.094  -0.7348
S: -0.436 4.578 -0.100  1.3954
O: -0.814 5.168 -1.369  -0.7493
O: -0.584 3.081 -0.143  -0.8753
O: 1.202 4.777 -0.003  -0.4517

Cartesian forces (eV/Å) of the 6 atoms listed first:
0.0 -0.6 0.4
0.4 0.2 -0.6
-0.8 1.5 0.5
-1.2 -1.0 1.5
0.1 -0.5 -0.8
0.4 -1.0 -0.5

Energy above the lowest of the compared OMol25 structures with the same formula, charge and spin: 4.9 kcal per mole
Spin multiplicity: 6
DFT total energy: -3716.48770 a.u.
<S²>: 8.78
Frontier orbital gap (spin up / spin down): 5.42 / 6.75 eV
Charge: -1

Entry 2:
Density functional theory data (ωB97M-V/def2-TZVPD) for a molecular structure, Cl2O8Sr.

Last column: Mulliken charge in e.
Positions of all 11 atoms, in Å:
Sr: 2.645 -0.388 -0.909  1.8354
Cl: -1.322 -1.946 -0.900  1.4876
O: 0.147 -1.711 -0.686  -0.6575
O: -1.696 -1.835 -2.230  -0.6386
O: -1.879 -3.275 -0.742  -0.5898
O: -2.078 -0.946 -0.297  -0.5422
Cl: 0.919 1.948 1.196  1.7409
O: 0.955 3.362 1.559  -0.6809
O: 1.407 1.026 2.019  -0.6005
O: -0.500 1.741 1.109  -0.5909
O: 1.401 2.025 -0.119  -0.7635

Cartesian forces (eV/Å) of the 6 atoms listed first:
-3.0 0.7 0.9
-3.8 -1.5 -2.5
1.1 -0.4 0.3
2.1 2.2 -5.9
2.3 -1.2 4.1
0.1 1.6 3.8

Energy above the lowest of the compared OMol25 structures with the same formula, charge and spin: 72.3 kcal per mole
DFT total energy: -1552.34839 a.u.
Frontier orbital gap: 4.78 eV

Entry 3:
Density functional theory data (ωB97M-V/def2-TZVPD) for 3 unconnected molecules or ions with the total composition C4H13NO3.

Last column: Mulliken charge in e.
Positions of all 21 atoms, in Å:
C: 1.258 -0.655 -0.336  -0.6225
N: 0.510 0.247 -1.224  0.0552
C: 0.252 1.568 -0.605  -0.9678
C: -0.693 -0.319 -1.826  -0.5075
C: -0.390 -0.425 -3.365  -0.1523
O: -1.340 -0.546 -4.079  -0.4619
H: 0.656 -1.058 0.464  -0.0606
H: 1.515 -1.530 -1.048  0.3173
H: 2.196 -0.110 -0.024  0.3713
H: 0.982 1.917 0.180  0.2965
H: -0.667 1.641 0.100  0.2932
H: 0.111 2.364 -1.305  0.3586
H: -1.638 0.472 -1.761  0.2919
H: -1.053 -1.388 -1.453  0.3020
H: 0.505 -0.609 -3.724  0.5312
O: -0.374 -2.386 3.348  -0.6650
H: -0.200 -2.107 2.324  0.3116
H: -0.099 -1.689 3.886  0.2998
O: -0.464 1.232 3.221  -0.5754
H: -0.159 2.134 3.206  0.2965
H: -0.908 1.246 4.021  0.2879

Cartesian forces (eV/Å) of the 6 atoms listed first:
0.9 -0.4 -2.7
-0.3 1.2 1.8
-1.0 0.0 2.7
-1.2 0.9 -1.0
-6.1 -0.7 3.6
-0.8 0.4 -1.4

Energy above the lowest of the compared OMol25 structures with the same formula, charge and spin: 92.4 kcal per mole
DFT total energy: -440.56797 a.u.
Frontier orbital gap: 9.11 eV

Entry 4:
Density functional theory data (ωB97M-V/def2-TZVPD) for 6 unconnected molecules or ions with the total composition C21H46FN8O6S.

Last column: Mulliken charge in e.
Positions of all 83 atoms, in Å:
O: -4.396 -4.131 5.499  -0.4316
C: -3.861 -5.076 5.083  0.5408
F: -4.537 -6.207 4.797  -0.2508
C: -2.424 -5.234 4.710  -0.7534
C: -2.192 -5.287 3.168  1.0826
C: -3.381 -4.654 2.401  -1.2096
N: -3.019 -4.307 0.991  -0.2774
C: -1.882 -3.502 1.088  0.0532
N: -2.017 -2.212 0.901  -0.0877
S: -0.718 -1.068 0.859  0.0889
N: -0.659 -4.051 1.474  -0.2412
C: -0.809 -4.656 2.835  -1.0718
H: -1.904 -4.372 5.152  0.3551
H: -2.016 -6.138 5.172  0.4066
H: -2.135 -6.346 2.888  0.0325
H: -4.223 -5.354 2.347  0.4091
H: -3.736 -3.738 2.894  0.4105
H: -2.660 -5.184 0.587  0.5195
H: -2.971 -1.890 0.742  0.3181
H: -1.143 -0.293 1.857  0.1245
H: -0.343 -4.750 0.803  0.3300
H: -0.523 -3.901 3.574  0.3483
H: -0.044 -5.441 2.876  0.3987
C: -1.726 -8.721 -1.374  -1.5647
C: -2.326 -8.006 -0.192  0.8795
O: -2.082 -6.813 0.017  -0.6602
N: -3.137 -8.703 0.622  -0.0967
C: -3.528 -10.101 0.518  -0.9351
H: -1.107 -8.017 -1.919  0.2882
H: -1.112 -9.561 -1.051  0.4203
H: -2.506 -9.097 -2.036  0.4046
H: -3.517 -8.170 1.390  0.1367
H: -4.608 -10.190 0.411  0.3065
H: -3.221 -10.652 1.407  0.3130
H: -3.057 -10.554 -0.347  0.3645
C: -1.117 2.768 0.452  -1.1947
C: 0.329 2.456 0.746  0.8833
O: 0.778 1.298 0.630  -0.9319
N: 1.104 3.467 1.137  -0.0220
C: 0.718 4.870 1.304  -0.6388
H: -1.613 1.853 0.138  0.2277
H: -1.617 3.175 1.331  0.4223
H: -1.199 3.501 -0.349  0.2620
H: 2.059 3.203 1.336  0.2696
H: 1.333 5.506 0.667  0.0705
H: 0.863 5.164 2.343  0.2765
H: -0.320 5.019 1.039  0.3056
C: -1.148 9.062 -1.203  -1.5119
C: -0.896 7.618 -0.838  1.0419
O: -0.930 7.235 0.322  -0.6479
N: -0.600 6.766 -1.851  0.0035
C: -0.484 7.056 -3.264  -0.9618
H: -1.356 9.605 -0.287  0.3263
H: -0.274 9.498 -1.687  0.3502
H: -2.002 9.155 -1.876  0.3869
H: -0.405 5.825 -1.548  0.0633
H: -1.187 6.459 -3.848  0.3151
H: 0.526 6.847 -3.618  0.2542
H: -0.697 8.104 -3.445  0.3823
C: 4.859 7.502 -1.562  -1.5588
C: 3.817 6.422 -1.374  0.8954
O: 2.674 6.716 -1.033  -0.5993
N: 4.214 5.153 -1.603  0.0251
C: 5.533 4.707 -2.002  -0.9332
H: 4.394 8.458 -1.344  0.2885
H: 5.703 7.354 -0.888  0.4054
H: 5.235 7.511 -2.586  0.4208
H: 3.503 4.444 -1.491  0.1219
H: 5.490 4.191 -2.958  0.2637
H: 5.947 4.017 -1.268  0.2770
H: 6.198 5.561 -2.091  0.4052
C: 3.756 0.287 -3.464  -1.4712
C: 2.972 0.986 -2.375  0.9645
O: 2.962 2.207 -2.273  -0.6081
N: 2.272 0.222 -1.517  0.0905
C: 2.153 -1.214 -1.490  -0.9331
H: 4.254 1.044 -4.062  0.2744
H: 4.507 -0.380 -3.040  0.3982
H: 3.099 -0.298 -4.108  0.3831
H: 1.769 0.749 -0.807  0.0975
H: 1.106 -1.496 -1.619  0.2121
H: 2.507 -1.608 -0.534  0.2802
H: 2.732 -1.671 -2.286  0.4168

Cartesian forces (eV/Å) of the 6 atoms listed first:
-0.9 1.2 0.6
0.9 -1.0 -0.6
-0.4 -0.4 0.0
0.8 0.3 0.0
-0.1 -0.2 0.1
0.1 0.1 0.0

DFT total energy: -2215.17248 a.u.
Frontier orbital gap: 7.22 eV
Charge: +1